(1)
C20H51N3NbORbSi4 | wB97M-V/def2-TZVPD

The value obtained for the HOMO-LUMO gap is 5.994 eV. The total energy is -61789.97916 eV. The energy relative to the best compared isomer or geometry (same formula, charge and spin) is 0.000 eV. Its charge is +2.

Positions of all 81 atoms, in Å:
N -2.07388 0.93004 1.53792
C -1.99903 1.74105 2.45285
O -1.99676 2.53189 3.32406
Rb -4.78121 -1.09493 -0.05407
Nb -1.37050 -0.01942 -0.13902
N -2.52431 0.69825 -1.63840
N -2.26137 -1.86727 -0.05322
C -2.45142 2.19247 -1.80327
C -2.46582 -3.02570 0.88744
C -3.67757 2.80747 -1.12293
C -2.45053 2.56509 -3.29735
C -1.18798 2.71576 -1.16238
C -3.56417 -3.99086 0.37005
C -1.19212 -3.87302 0.98373
C -2.75170 -2.50229 2.29839
H -4.61438 2.46136 -1.58464
H -3.63663 3.90540 -1.21476
H -3.71318 2.55598 -0.05177
H -1.65235 2.03095 -3.83043
H -2.26769 3.64690 -3.40268
H -3.40868 2.34222 -3.78507
H -1.08115 2.36729 -0.11013
H -1.23347 3.81637 -1.13241
H -0.30200 2.44826 -1.75305
H -4.56941 -3.58584 0.12294
H -3.73534 -4.76889 1.13555
H -3.19616 -4.50119 -0.53000
H -1.00401 -4.42334 0.05586
H -1.31418 -4.64242 1.76778
H -0.31255 -3.27097 1.24429
H -1.94547 -1.82881 2.64483
H -2.74756 -3.35965 3.00395
H -3.72048 -1.98059 2.44741
C -1.67658 -2.22184 -1.38620
H -1.10433 -1.35700 -1.85608
H -0.96714 -3.06364 -1.33547
H -2.49084 -2.51106 -2.07973
C -3.57052 0.08577 -2.50052
H -3.33142 0.24955 -3.56469
H -3.60978 -1.01774 -2.40546
H -4.57322 0.52543 -2.29620
C 2.00395 -2.44303 2.15169
Si 2.50764 -1.72179 0.47725
C 4.38347 -1.62957 0.44591
C 1.99997 -2.88100 -0.93375
Si 1.27531 0.28034 0.19290
Si 1.75780 1.41504 2.19802
C 3.64248 1.46728 2.50847
C 1.16322 3.19737 2.13447
C 1.00727 0.56246 3.68894
Si 2.62289 1.46455 -1.35366
C 4.49941 1.30621 -1.17029
C 2.10031 0.74154 -3.01338
C 2.34204 3.33684 -1.34538
H 2.14170 -3.53490 2.10949
H 0.96386 -2.23424 2.43496
H 2.65235 -2.04820 2.94687
H 4.76107 -2.53354 0.94481
H 4.75960 -1.64675 -0.58332
H 4.80850 -0.76173 0.95871
H 0.91391 -2.91565 -1.10367
H 2.48523 -2.57585 -1.87536
H 2.35467 -3.89433 -0.67479
H 4.17322 2.09074 1.77207
H 3.77516 1.92648 3.50424
H 4.10174 0.46658 2.53216
H 0.07125 3.27590 2.16265
H 1.53946 3.69619 3.04111
H 1.52236 3.75764 1.26670
H -0.07878 0.45617 3.61638
H 1.42872 -0.42659 3.88623
H 1.21214 1.19540 4.56412
H 4.86571 0.30848 -1.44135
H 4.94396 2.02884 -1.87421
H 4.86495 1.55352 -0.16456
H 1.02174 0.84280 -3.19333
H 2.63446 1.29456 -3.80126
H 2.36199 -0.32184 -3.09788
H 1.31244 3.63804 -1.57092
H 2.63868 3.80120 -0.39596
H 2.99112 3.75380 -2.13221

Atomic charges from the Löwdin analysis, expressed in e, are listed below:
1 N -0.068
2 C -0.429
3 O 0.196
4 Rb 1.050
5 Nb 1.530
6 N -0.257
7 N -0.382
8 C -0.647
9 C -0.660
10 C -0.029
11 C -0.026
12 C -0.086
13 C -0.062
14 C -0.039
15 C -0.058
16 H 0.083
17 H 0.112
18 H 0.077
19 H 0.099
20 H 0.112
21 H 0.090
22 H 0.030
23 H 0.127
24 H 0.053
25 H 0.024
26 H 0.115
27 H 0.097
28 H 0.090
29 H 0.119
30 H 0.062
31 H 0.081
32 H 0.112
33 H 0.067
34 C -0.180
35 H 0.070
36 H 0.068
37 H 0.094
38 C -0.192
39 H 0.103
40 H 0.022
41 H 0.070
42 C -0.230
43 Si 0.347
44 C -0.192
45 C -0.209
46 Si 0.374
47 Si 0.335
48 C -0.177
49 C -0.190
50 C -0.202
51 Si 0.344
52 C -0.186
53 C -0.223
54 C -0.201
55 H 0.049
56 H 0.001
57 H 0.039
58 H 0.055
59 H 0.033
60 H 0.017
61 H -0.020
62 H 0.036
63 H 0.052
64 H 0.026
65 H 0.055
66 H 0.021
67 H 0.006
68 H 0.058
69 H 0.011
70 H 0.004
71 H 0.017
72 H 0.057
73 H 0.021
74 H 0.052
75 H 0.021
76 H 0.007
77 H 0.047
78 H 0.026
79 H 0.009
80 H 0.023
81 H 0.051

---

(2)
C20H51O17PS6 | wB97M-V/def2-TZVPD

The value obtained for the HOMO-LUMO gap is 8.363 eV. The total energy is -130671.62910 eV. Its charge is 0.

Positions of all 95 atoms, in Å:
C 2.27198 1.40863 1.40886
C 1.94505 1.31222 -0.10329
P 0.81664 2.52101 -0.85014
C 1.17510 4.28593 -0.53906
C 2.15152 4.62053 0.58520
S -1.17422 1.98979 -0.51989
C -1.91018 2.94326 1.02896
O -2.00661 4.13697 0.87633
O -2.13473 2.14292 1.92598
H 3.25397 1.83427 1.55582
H 1.57827 2.09133 1.88121
H 2.21403 0.43717 1.87579
H 2.85442 1.34197 -0.68918
H 1.52684 0.32950 -0.28369
H 1.58216 4.68848 -1.45774
H 0.25617 4.82874 -0.34844
H 1.68005 4.65423 1.55790
H 2.51556 5.62645 0.40560
H 3.02449 3.98234 0.62186
H -1.79111 2.49719 -1.59764
O 2.49486 -2.66574 1.40913
S 1.79179 -3.05970 2.59182
O 2.28184 -2.69870 3.88612
O 1.54490 -4.62474 2.54486
C 2.69361 -5.49018 2.39744
C 3.53429 -5.57595 3.65645
C 0.11083 -2.55913 2.46567
H 3.28800 -5.16590 1.54197
H 2.28644 -6.46937 2.15722
H 3.99402 -4.61880 3.89538
H 4.33037 -6.30862 3.52476
H 2.91946 -5.86447 4.50875
H -0.27860 -2.85479 1.49604
H 0.09230 -1.47565 2.56759
H -0.45298 -3.01816 3.27268
O 5.49368 -2.56752 7.81760
S 4.11196 -2.26405 8.03027
O 3.69113 -1.63832 9.24471
O 3.26473 -3.59159 7.80569
C 3.61448 -4.75543 8.58179
C 3.20698 -4.64147 10.03773
C 3.47892 -1.36072 6.66487
H 4.68296 -4.95399 8.48188
H 3.08519 -5.58309 8.11436
H 3.75692 -3.85029 10.54345
H 3.40836 -5.57872 10.55711
H 2.14616 -4.40690 10.12103
H 3.76947 -1.85248 5.74186
H 3.91037 -0.36345 6.71692
H 2.39789 -1.30430 6.75177
O -7.04621 -1.74556 -0.37973
S -5.98388 -0.95661 -0.92140
O -4.62307 -1.20330 -0.55869
O -6.31519 0.57520 -0.68729
C -6.56455 1.02648 0.66674
C -5.31013 1.08225 1.51295
C -6.10225 -0.95049 -2.67770
H -7.32922 0.39770 1.12559
H -6.98640 2.02346 0.56291
H -4.89418 0.08926 1.67282
H -5.52968 1.51521 2.48821
H -4.54150 1.67915 1.02798
H -7.12596 -0.73255 -2.96717
H -5.81520 -1.93950 -3.02687
H -5.41636 -0.20716 -3.07417
O 2.03548 7.25195 -3.03089
S 1.18842 6.86577 -4.11760
O 0.89050 5.48673 -4.34811
O 1.74025 7.51672 -5.45407
C 3.11005 7.24458 -5.82749
C 3.31533 5.83024 -6.33263
C -0.32039 7.76350 -4.03312
H 3.76860 7.46779 -4.98683
H 3.33933 7.95620 -6.61697
H 3.13803 5.09715 -5.54794
H 4.33855 5.70531 -6.68672
H 2.62564 5.61021 -7.14686
H -0.10157 8.81651 -3.88352
H -0.87652 7.36665 -3.18661
H -0.87480 7.60272 -4.95333
O -1.30294 -2.39969 -7.26060
S -2.69644 -2.55316 -6.98598
O -3.36440 -1.64183 -6.10834
O -2.96293 -4.04461 -6.50458
C -2.21685 -4.53136 -5.36656
C -2.69042 -3.91459 -4.06845
C -3.59295 -2.64926 -8.49538
H -1.15034 -4.36287 -5.52344
H -2.37208 -5.60757 -5.34952
H -2.50103 -2.84286 -4.05258
H -2.17428 -4.35835 -3.21746
H -3.76456 -4.05691 -3.95022
H -3.10537 -3.36063 -9.15505
H -3.58019 -1.65380 -8.93308
H -4.61406 -2.94910 -8.27774

Atomic charges from the Löwdin analysis, expressed in e, are listed below:
1 C -0.131
2 C -0.441
3 P 0.727
4 C -0.426
5 C -0.141
6 S 0.799
7 C -0.908
8 O -0.002
9 O -0.030
10 H 0.062
11 H 0.058
12 H 0.051
13 H 0.070
14 H 0.063
15 H 0.046
16 H 0.068
17 H 0.074
18 H 0.072
19 H 0.056
20 H -0.056
21 O -0.277
22 S 0.560
23 O -0.281
24 O -0.259
25 C -0.243
26 C -0.071
27 C -0.111
28 H 0.116
29 H 0.121
30 H 0.069
31 H 0.083
32 H 0.084
33 H 0.078
34 H 0.074
35 H 0.078
36 O -0.275
37 S 0.566
38 O -0.277
39 O -0.265
40 C -0.254
41 C -0.075
42 C -0.123
43 H 0.115
44 H 0.118
45 H 0.069
46 H 0.080
47 H 0.085
48 H 0.054
49 H 0.079
50 H 0.078
51 O -0.274
52 S 0.558
53 O -0.281
54 O -0.264
55 C -0.240
56 C -0.068
57 C -0.118
58 H 0.115
59 H 0.121
60 H 0.074
61 H 0.089
62 H 0.064
63 H 0.075
64 H 0.070
65 H 0.076
66 O -0.278
67 S 0.553
68 O -0.279
69 O -0.262
70 C -0.246
71 C -0.074
72 C -0.118
73 H 0.115
74 H 0.121
75 H 0.069
76 H 0.082
77 H 0.086
78 H 0.076
79 H 0.078
80 H 0.076
81 O -0.269
82 S 0.563
83 O -0.282
84 O -0.265
85 C -0.247
86 C -0.075
87 C -0.122
88 H 0.116
89 H 0.121
90 H 0.069
91 H 0.084
92 H 0.081
93 H 0.075
94 H 0.077
95 H 0.075

---

(3)
C20H51O20S6 | wB97M-V/def2-TZVPD

The value obtained for the HOMO-LUMO gap is 5.161 eV. The total energy is -127521.98815 eV. Its charge is -1.

Positions of all 97 atoms, in Å:
C -0.67040 0.87747 0.10644
C 0.74434 1.45330 0.16409
C 1.46567 0.73544 1.33863
O 1.22821 1.16753 -1.08361
H -1.41397 1.35240 -0.53359
H -1.04574 0.86489 1.12970
H -0.64383 -0.16634 -0.20637
H 0.61048 2.51805 0.35509
H 2.51847 1.01777 1.33990
H 1.54664 -0.35153 1.33329
H 1.04002 0.94278 2.32043
C 2.21222 -1.33815 4.10641
C 2.98345 -0.02846 4.32108
O 2.28152 0.53033 5.41731
S 0.71173 0.03194 5.58746
O -0.15146 1.12079 5.16318
O 0.55412 -0.61306 6.88798
O 0.84543 -1.04976 4.32441
H 2.39546 -2.17513 4.78020
H 2.40104 -1.57251 3.05879
H 3.02037 0.57503 3.41415
H 4.01962 -0.28638 4.54002
O 1.12423 -5.45478 -0.44256
S 1.36017 -4.15845 -1.06345
O 2.55882 -3.91139 -1.79353
O -0.00689 -3.66476 -1.96991
C -1.27151 -3.85171 -1.33565
C -2.30833 -4.28551 -2.33737
C 1.22629 -2.89502 0.23530
H -1.38478 -2.85664 -0.90542
H -1.21658 -4.57955 -0.52612
H -2.15598 -5.29867 -2.70938
H -2.33039 -3.58500 -3.17217
H -3.31125 -4.48361 -1.95922
H 0.48851 -3.28159 0.93841
H 0.96013 -1.92959 -0.19506
H 2.17348 -3.02995 0.75753
O -2.76769 -1.21002 1.01472
S -3.58695 -1.08424 2.24595
O -5.01920 -0.81003 2.11174
O -3.30666 -2.50387 3.18454
C -2.59212 -3.63521 2.58365
C -1.21020 -3.50589 3.19626
C -2.78354 0.09718 3.41712
H -2.54049 -3.43584 1.51328
H -3.17170 -4.51598 2.86011
H -0.51787 -4.24313 2.78973
H -1.24427 -3.53755 4.28526
H -0.71069 -2.55515 3.01003
H -1.84478 -0.34796 3.74677
H -3.43906 0.32392 4.25795
H -2.62621 0.92708 2.72819
O -0.91156 -0.72544 -6.09295
S -0.82841 -0.15611 -4.76793
O -0.37035 1.20812 -4.55328
O -2.22894 -0.55620 -3.89312
C -2.57498 -0.16961 -2.64489
C -3.93914 -0.75967 -2.37173
C 0.37902 -1.23645 -3.89311
H -2.59025 0.90870 -2.80341
H -1.75881 -0.39079 -1.95711
H -4.02313 -1.84005 -2.25414
H -4.77565 -0.42911 -2.98743
H -4.13756 -0.35907 -1.37762
H 1.30578 -1.16063 -4.46186
H -0.02951 -2.23406 -4.05424
H 0.52660 -0.89373 -2.86897
O 3.23096 0.61634 -3.61556
S 4.42589 0.60649 -2.80062
O 5.73026 0.60041 -3.43627
O 4.35802 1.87124 -1.80963
C 5.55434 2.19503 -1.08917
C 5.15470 2.64887 0.32069
C 4.29252 -0.76002 -1.46738
H 6.10355 3.04147 -1.50148
H 6.20391 1.33089 -0.94982
H 6.03539 2.75986 0.95328
H 4.44131 1.97778 0.79903
H 4.66090 3.61923 0.26901
H 4.22678 -1.68840 -2.03472
H 3.36231 -0.67282 -0.90595
H 5.16938 -0.70334 -0.82238
O -1.53491 3.74317 -3.07078
S -2.81401 4.15172 -2.49271
O -4.06247 3.47899 -2.66002
O -2.55969 4.20108 -0.87067
C -1.30359 4.58551 -0.28999
C -1.38981 4.54179 1.23810
C -3.05345 6.00353 -2.70396
H -1.17777 5.65404 -0.46463
H -0.46194 4.05926 -0.74029
H -0.58239 5.10999 1.69996
H -1.43860 3.54414 1.67445
H -2.37872 4.92414 1.49104
H -2.16145 6.54882 -2.39559
H -3.83373 6.24461 -1.98206
H -3.43886 6.25720 -3.69149

Atomic charges from the Löwdin analysis, expressed in e, are listed below:
1 C -0.100
2 C -0.631
3 C -0.068
4 O -0.274
5 H 0.070
6 H 0.035
7 H 0.042
8 H 0.089
9 H 0.041
10 H 0.041
11 H 0.056
12 C -0.191
13 C -0.166
14 O -0.199
15 S 0.728
16 O -0.245
17 O -0.245
18 O -0.232
19 H 0.134
20 H 0.116
21 H 0.102
22 H 0.133
23 O -0.309
24 S 0.666
25 O -0.274
26 O -0.281
27 C -0.295
28 C -0.059
29 C -0.105
30 H 0.106
31 H 0.105
32 H 0.079
33 H 0.078
34 H 0.079
35 H 0.039
36 H 0.062
37 H 0.068
38 O -0.326
39 S 0.730
40 O -0.306
41 O -0.308
42 C -0.227
43 C -0.081
44 C -0.085
45 H 0.086
46 H 0.121
47 H 0.074
48 H 0.083
49 H 0.054
50 H 0.039
51 H 0.076
52 H 0.054
53 O -0.309
54 S 0.687
55 O -0.281
56 O -0.282
57 C -0.322
58 C -0.040
59 C -0.105
60 H 0.110
61 H 0.095
62 H 0.062
63 H 0.082
64 H 0.069
65 H 0.061
66 H 0.047
67 H 0.053
68 O -0.271
69 S 0.639
70 O -0.316
71 O -0.260
72 C -0.278
73 C -0.068
74 C -0.071
75 H 0.118
76 H 0.100
77 H 0.071
78 H 0.054
79 H 0.078
80 H 0.045
81 H 0.039
82 H 0.048
83 O -0.280
84 S 0.646
85 O -0.278
86 O -0.289
87 C -0.265
88 C -0.065
89 C -0.101
90 H 0.101
91 H 0.113
92 H 0.081
93 H 0.060
94 H 0.074
95 H 0.054
96 H 0.055
97 H 0.059